Here is a structure of composition C50H56BCsN15O3 from the Open Molecules 2025 dataset. Energies are from wB97M-V/def2-TZVPD.

Values from the calculation:
HOMO energy	-0.09529	Eh
frontier orbital gap	3.92	eV

Structure (ORCA input):
```
! RIJCOSX wB97M-V def2-TZVPD def2/J DEFGRID3
* xyz -1 1
Cs 0.17 -0.62 0.13
C 0.28 0.33 -4.64
C 1.02 0.63 -3.48
N 1.48 -0.27 -2.65
C 1.24 -1.58 -2.90
C 0.49 -1.99 -4.03
C 0.01 -0.98 -4.90
C 0.22 -3.36 -4.27
C 0.70 -4.28 -3.38
C 1.46 -3.91 -2.27
C 1.77 -2.58 -1.97
N 2.40 -2.13 -0.87
C 3.25 -2.89 -0.14
C 4.06 -3.92 -0.63
C 4.97 -4.61 0.19
C 5.12 -4.31 1.51
C 4.35 -3.26 2.07
C 4.47 -2.87 3.42
C 3.72 -1.84 3.90
C 2.84 -1.19 3.02
N 2.69 -1.52 1.77
C 3.43 -2.54 1.26
H -0.07 1.13 -5.28
H 1.22 1.67 -3.23
H -0.56 -1.27 -5.77
H -0.37 -3.64 -5.14
H 0.48 -5.33 -3.54
H 1.79 -4.69 -1.59
H 3.99 -4.19 -1.67
H 5.57 -5.40 -0.26
H 5.82 -4.85 2.14
H 5.16 -3.41 4.06
H 3.79 -1.52 4.93
H 2.22 -0.36 3.37
C 4.12 4.31 -0.26
N 2.97 3.56 0.17
C 2.28 2.61 -0.48
N 1.33 2.13 0.28
C 1.47 2.83 1.44
N 2.45 3.71 1.41
C 3.82 5.24 -1.42
C 4.85 5.60 -2.27
C 4.62 6.47 -3.33
C 3.35 6.98 -3.54
C 2.32 6.61 -2.69
C 2.55 5.75 -1.63
C 0.99 7.18 -2.92
N 0.67 8.15 -3.71
N -0.69 8.36 -3.56
C -1.10 7.49 -2.70
O -0.09 6.70 -2.25
C -2.46 7.33 -2.19
C -3.36 8.36 -2.43
C -4.66 8.26 -1.97
C -5.05 7.14 -1.27
C -4.17 6.09 -1.04
C -4.71 4.86 -0.34
N -3.74 4.01 0.29
C -2.89 4.26 1.30
N -2.32 3.15 1.70
C -2.86 2.20 0.89
N -3.74 2.68 0.03
C -2.86 6.19 -1.50
H 4.92 3.63 -0.53
H 4.45 4.87 0.62
H 2.54 2.27 -1.48
H 0.86 2.66 2.31
H 5.85 5.19 -2.12
H 5.43 6.74 -3.99
H 3.15 7.65 -4.36
H 1.74 5.47 -0.96
H -3.02 9.24 -2.98
H -5.36 9.07 -2.14
H -6.07 7.06 -0.89
H -5.22 4.22 -1.06
H -5.47 5.17 0.38
H -2.73 5.25 1.70
H -2.70 1.11 1.01
H -2.16 5.38 -1.32
N -0.73 1.86 4.16
C -1.27 0.50 4.23
C -0.38 -0.44 5.02
C -0.62 -1.92 4.69
N -0.29 -2.26 3.31
H -0.76 2.29 5.08
H -1.34 2.42 3.56
H -1.40 0.12 3.21
H -2.28 0.47 4.66
H -0.54 -0.30 6.10
H 0.67 -0.19 4.83
H -1.67 -2.16 4.91
H -0.02 -2.53 5.37
H -1.13 -2.44 2.77
H 0.32 -3.06 3.26
C -5.08 0.88 -2.73
N -3.70 1.04 -3.14
C -3.27 2.40 -3.45
C -2.81 0.25 -2.54
N -2.04 -0.45 -2.03
H -5.73 1.16 -3.56
H -5.31 1.51 -1.86
H -5.27 -0.15 -2.47
H -3.78 2.74 -4.35
H -2.19 2.40 -3.63
H -3.48 3.07 -2.61
C -4.94 -3.40 2.99
C -4.12 -3.44 1.70
C -3.66 -4.87 1.44
O -2.97 -2.61 1.88
B -3.20 -1.29 1.36
O -4.45 -1.38 0.67
C -4.84 -2.75 0.51
C -6.35 -2.85 0.53
C -4.31 -3.23 -0.85
H -4.30 -3.71 3.82
H -5.81 -4.06 2.95
H -5.27 -2.38 3.19
H -3.15 -5.25 2.32
H -2.96 -4.91 0.60
H -4.51 -5.52 1.22
H -6.77 -2.40 1.43
H -6.68 -3.89 0.48
H -6.76 -2.32 -0.33
H -3.23 -3.14 -0.89
H -4.73 -2.58 -1.62
H -4.60 -4.26 -1.06
*
```

Here is a structure of composition C47H60ClEuN4OP2S2 in a non-equilibrium geometry from the Open Molecules 2025 dataset. Energies are from wB97M-V/def2-TZVPD.

Values from the calculation:
HOMO energy (spin up / spin down)	-0.09081 / -0.14091	Eh
<S²>	15.76
frontier orbital gap (spin up / spin down)	4.33 / 5.69	eV

Structure (ORCA input):
```
! RIJCOSX wB97M-V def2-TZVPD def2/J DEFGRID3
* xyz -1 8
Eu -0.12 -0.22 0.83
C -0.86 -2.96 -6.34
C -0.72 -1.46 -6.08
C 0.63 -1.00 -6.65
C -1.86 -0.73 -6.80
C -0.81 -1.13 -4.59
C -1.15 -2.05 -3.62
C -1.26 -1.65 -2.30
N -1.06 -0.40 -1.88
C -0.73 0.51 -2.81
C -0.58 0.17 -4.15
C -0.53 1.90 -2.34
C -0.58 2.97 -3.22
C -0.39 4.27 -2.77
C -0.19 4.42 -1.40
C -0.18 3.31 -0.59
N -0.34 2.06 -1.03
C -0.42 5.49 -3.69
C 0.86 6.30 -3.49
C -1.64 6.35 -3.31
C -0.53 5.11 -5.17
H -0.77 -3.15 -7.41
H -1.84 -3.33 -6.02
H -0.08 -3.53 -5.84
H 0.70 -1.28 -7.70
H 1.45 -1.47 -6.11
H 0.75 0.08 -6.58
H -1.85 -0.97 -7.86
H -1.77 0.35 -6.69
H -2.83 -1.03 -6.39
H -1.33 -3.09 -3.86
H -1.50 -2.36 -1.52
H -0.27 0.93 -4.86
H -0.77 2.79 -4.27
H -0.04 5.40 -0.96
H -0.05 3.41 0.48
H 0.94 6.69 -2.47
H 0.87 7.15 -4.18
H 1.74 5.68 -3.68
H -1.59 6.67 -2.27
H -2.56 5.78 -3.45
H -1.68 7.23 -3.95
H 0.31 4.48 -5.47
H -0.51 6.02 -5.77
H -1.46 4.59 -5.38
C -1.32 -3.75 4.11
C -1.81 -2.28 4.12
P -0.57 -0.92 3.86
C -1.43 0.39 4.84
C -2.82 0.54 4.79
C -3.44 1.58 5.46
C -2.69 2.50 6.17
C -1.30 2.39 6.18
C -0.68 1.34 5.52
C 0.68 -1.39 5.13
C 0.29 -1.66 6.44
C 1.22 -2.10 7.37
C 2.55 -2.27 7.00
C 2.95 -1.97 5.71
C 2.02 -1.53 4.77
C 0.01 -4.08 3.41
P 0.47 -2.93 1.99
C 2.05 -0.77 -0.30
C 2.18 -1.10 -1.67
C 3.39 -1.22 -2.34
C 4.58 -1.02 -1.66
C 4.53 -0.74 -0.30
C 3.30 -0.64 0.35
C 1.55 -4.16 1.13
C 1.11 -4.96 0.08
C 1.96 -5.89 -0.50
C 3.27 -6.02 -0.04
C 3.72 -5.21 0.99
C 2.87 -4.28 1.57
H -2.10 -4.34 3.62
H -1.25 -4.11 5.14
H -2.31 -2.09 5.07
H -2.54 -2.16 3.33
H -3.41 -0.16 4.21
H -4.52 1.67 5.43
H -3.17 3.31 6.70
H -0.70 3.13 6.70
H 0.40 1.26 5.53
H -0.74 -1.51 6.74
H 0.90 -2.32 8.38
H 3.27 -2.63 7.72
H 3.98 -2.08 5.42
H 2.32 -1.29 3.76
H 0.84 -4.04 4.12
H -0.03 -5.09 3.01
H 1.29 -1.30 -2.26
H 3.41 -1.47 -3.40
H 5.53 -1.08 -2.18
H 5.45 -0.58 0.25
H 3.33 -0.42 1.41
H 0.09 -4.85 -0.27
H 1.61 -6.51 -1.31
H 3.93 -6.75 -0.50
H 4.74 -5.31 1.34
H 3.22 -3.65 2.37
Cl -0.33 1.95 2.32
S -1.25 -2.84 0.89
C -4.95 0.65 0.10
S -3.21 1.16 -0.08
C -3.39 2.73 0.83
O -2.46 0.25 0.82
H -5.19 0.61 1.16
H -5.04 -0.34 -0.35
H -5.58 1.36 -0.43
H -3.39 3.55 0.10
H -2.52 2.80 1.47
H -4.30 2.75 1.42
N 2.93 1.79 2.33
N 2.87 2.59 1.15
H 2.01 1.73 2.78
H 3.56 2.24 2.97
H 2.13 3.28 1.24
H 2.62 1.97 0.39
*
```

Here is a cluster of 15 separate species, C17H17Cl46IO4S in total in a non-equilibrium geometry from the Open Molecules 2025 dataset. Energies are from wB97M-V/def2-TZVPD.

Values from the calculation:
HOMO energy	-0.36393	Eh
frontier orbital gap	9.13	eV

Structure (ORCA input):
```
! RIJCOSX wB97M-V def2-TZVPD def2/J DEFGRID3
* xyz 0 1
O -0.25 -4.91 2.69
C -0.69 -4.10 1.86
I 0.40 -2.28 1.27
C -2.08 -4.32 1.11
O -3.08 -5.02 1.91
S -4.57 -4.44 1.32
O -5.58 -5.52 1.57
O -4.89 -3.12 2.33
Cl -4.77 -1.65 1.51
H -1.98 -4.88 0.12
H -2.50 -3.28 0.88
C 0.64 1.95 0.91
Cl 1.31 3.25 1.91
Cl 1.50 0.43 1.23
Cl -1.09 1.76 1.22
H 0.78 2.21 -0.13
C -7.71 1.10 2.13
Cl -8.34 2.29 0.98
Cl -7.83 -0.53 1.48
Cl -6.03 1.48 2.55
H -8.31 1.16 3.04
C 0.27 -4.43 6.13
Cl -0.78 -4.28 7.55
Cl 0.87 -2.84 5.64
Cl 1.62 -5.52 6.47
H -0.31 -4.84 5.31
C 4.37 1.89 -1.63
Cl 4.47 0.13 -1.41
Cl 4.04 2.28 -3.32
Cl 3.12 2.57 -0.57
H 5.32 2.32 -1.35
C 4.63 -3.56 -3.06
Cl 5.03 -3.10 -1.40
Cl 3.02 -2.96 -3.50
Cl 5.85 -2.95 -4.18
H 4.62 -4.65 -3.12
C -4.70 5.20 2.87
Cl -3.74 4.08 1.90
Cl -4.55 4.82 4.59
Cl -4.20 6.87 2.56
H -5.74 5.09 2.59
C 3.76 -2.31 -7.84
Cl 4.44 -1.01 -6.84
Cl 4.61 -3.83 -7.54
Cl 2.03 -2.49 -7.53
H 3.90 -2.04 -8.88
C -1.01 8.86 2.14
Cl 0.26 10.03 1.74
Cl -2.51 9.25 1.29
Cl -0.48 7.21 1.76
H -1.20 8.92 3.21
C 2.98 0.09 4.87
Cl 4.38 1.09 5.28
Cl 1.59 1.11 4.48
Cl 3.36 -0.99 3.52
H 2.73 -0.52 5.73
C 3.85 -3.87 -11.75
Cl 2.15 -3.94 -12.24
Cl 4.32 -2.20 -11.39
Cl 4.14 -4.92 -10.36
H 4.46 -4.23 -12.58
C 4.34 5.50 -5.63
Cl 2.83 6.37 -5.30
Cl 5.30 5.35 -4.15
Cl 4.00 3.91 -6.33
H 4.91 6.08 -6.35
C -5.07 9.77 5.81
Cl -4.71 8.60 7.09
Cl -3.83 9.71 4.55
Cl -6.67 9.46 5.11
H -5.07 10.76 6.25
C -5.77 -0.12 6.15
Cl -4.36 0.87 6.53
Cl -7.18 0.90 5.83
Cl -5.45 -1.18 4.77
H -5.99 -0.75 7.02
C 8.09 -3.82 -11.85
Cl 6.68 -4.54 -12.65
Cl 7.74 -2.16 -11.36
Cl 8.57 -4.79 -10.46
H 8.91 -3.80 -12.56
C -2.59 -7.51 7.33
Cl -4.27 -7.57 7.90
Cl -1.64 -8.83 8.04
Cl -2.53 -7.58 5.56
H -2.16 -6.57 7.65
*
```

Summary of ΔE to the lowest compared entry with this formula, charge and spin in kcal/mol
16.14, 0.00, 34.52
(order as listed above)